C10H14N2O4 | ωB97M-V/def2-TZVPD

Output
Frontier orbital gap (eV): 8.89
DFT total energy (eV): -21766.2635
SMILES: CCOC(=O)/C(=C(\C)N)[C@@H]1CC(=O)NC1=O
Maximum force (Eh/bohr): 0.106

ORCA input file:
```
! RIJCOSX wB97M-V def2-TZVPD def2/J DEFGRID3
* xyz 0 1
C 0.2717 3.2955 1.8968
C 0.2209 3.1842 0.3492
O 0.6554 1.9907 -0.1908
C -0.1668 0.8619 -0.1476
O -1.3533 0.8941 0.2553
C 0.2843 -0.4682 -0.5050
C 1.4462 -0.7622 -1.4020
C 2.3269 0.3246 -2.0223
N 1.8394 -2.0715 -1.5982
C -0.3794 -1.6261 0.2282
C -1.5693 -2.2858 -0.4832
C -2.6904 -2.2933 0.4319
O -3.8588 -2.3594 0.2406
N -2.1946 -2.0938 1.7341
C -1.0076 -1.4274 1.5887
O -0.4228 -0.8350 2.4605
H -0.0160 2.3575 2.5001
H -0.4169 4.0908 2.2395
H 1.3460 3.6228 2.1707
H -0.8429 3.4731 0.1555
H 0.7777 4.0872 -0.0394
H 3.1537 0.5596 -1.3181
H 2.7433 -0.0176 -2.8989
H 1.7037 1.2060 -2.1613
H 1.2567 -2.9084 -1.5539
H 2.3964 -2.0685 -2.4436
H 0.5001 -2.2901 0.5635
H -1.2474 -3.2490 -1.0331
H -1.8472 -1.6296 -1.2578
H -2.9090 -1.5621 2.2408
*
```

Mulliken atomic charge list, values in e, 8 entries: atom 1 (C): -0.889, atom 2 (C): -0.277, atom 3 (O): -0.328, atom 4 (C): 0.221, atom 5 (O): -0.662, atom 6 (C): -0.209, atom 7 (C): 0.815, atom 8 (C): -1.349